The following is a DFT calculation (ωB97M-V/def2-TZVPD) of 2 unconnected molecules or ions with the total composition C27H29N3O3 in a non-equilibrium geometry.

Geometry as XYZ:
```
62
Properties=species:S:1:pos:R:3:forces:R:3:nbo_charge:R:1
O 0.015223 0.762720 -2.686380 0.417 -0.267 0.065 -0.758
C -0.618094 1.342043 -3.596154 -1.008 0.720 -0.893 0.451
C -1.398607 0.625318 -4.617621 0.236 0.235 0.705 -0.359
C -2.427500 1.232380 -5.288131 0.084 0.458 -0.099 -0.164
C -2.636647 2.627005 -5.159136 0.097 -0.148 0.298 -0.098
N -3.735061 3.240370 -5.823107 -0.715 0.325 -0.430 0.511
O -3.904167 4.475847 -5.693519 0.056 -1.564 -0.269 -0.455
O -4.494152 2.516479 -6.511304 0.834 1.131 0.824 -0.455
C -1.761724 3.405934 -4.361937 -0.166 -0.233 -0.414 -0.166
C -0.733186 2.807881 -3.683135 -0.040 -0.713 0.301 -0.357
H -1.210725 -0.437734 -4.747606 -0.092 0.083 0.173 0.200
H -3.103720 0.662991 -5.924591 0.262 0.174 0.078 0.234
H -1.932366 4.480336 -4.302729 0.119 -0.275 -0.104 0.233
H -0.038206 3.406503 -3.098934 -0.158 -0.131 0.072 0.204
C -2.192230 2.878106 4.810367 0.011 -0.073 0.413 -0.405
N -2.835863 2.393048 3.607429 0.491 -0.598 -0.060 -0.379
C -4.050132 3.108455 3.285738 -0.261 0.461 -0.240 -0.204
C -4.818981 2.451973 2.155580 0.088 -0.176 0.030 -0.405
C -3.885060 2.162031 0.983411 -0.291 0.511 -0.391 -0.444
C -2.674861 1.395626 1.407654 0.317 -0.460 -0.141 -0.015
C -2.267231 1.473015 2.777381 0.160 0.459 -0.179 0.264
C -1.238223 0.598553 3.221088 0.211 -0.276 -0.111 -0.305
C -0.586308 -0.219084 2.325806 0.109 0.540 -0.138 -0.095
C -0.781324 -0.085772 0.907830 -0.066 -0.119 0.405 -0.199
C 0.055356 -0.670379 -0.066221 -0.230 -0.090 0.535 0.098
C 1.313804 -1.275991 0.164570 0.776 0.082 0.311 -0.193
C 1.841299 -2.219534 -0.765673 0.072 0.121 0.369 -0.102
C 3.016596 -2.910205 -0.530728 -0.300 0.303 0.285 -0.013
C 3.737794 -2.704835 0.689439 -0.198 0.050 -0.137 0.246
N 4.835571 -3.462219 0.979312 -0.266 0.335 0.279 -0.384
C 5.699473 -3.171858 2.104370 0.116 0.062 0.252 -0.405
C 5.452650 -4.340847 0.010805 0.234 -0.041 -0.479 -0.203
C 4.447839 -4.946892 -0.948594 -0.172 -0.083 0.167 -0.403
C 3.552506 -3.868953 -1.547475 0.158 -0.169 -0.583 -0.440
C 3.277371 -1.694012 1.576278 -0.041 0.063 0.015 -0.303
C 2.135627 -0.976277 1.299095 -0.363 -0.541 -0.128 -0.101
C -1.910407 0.687631 0.500182 -0.100 -0.051 0.449 -0.093
H -1.230899 2.391749 4.983933 -0.213 0.173 -0.070 0.216
H -2.024532 3.965081 4.741445 -0.029 -0.284 -0.101 0.208
H -2.840391 2.704886 5.681635 0.179 -0.006 -0.128 0.203
H -4.661912 3.159731 4.197517 0.095 -0.027 -0.153 0.205
H -3.790972 4.148249 3.020707 -0.077 -0.180 0.016 0.193
H -5.268170 1.519291 2.515611 0.040 0.074 -0.044 0.208
H -5.629277 3.114013 1.846318 0.024 -0.081 0.017 0.231
H -4.420234 1.608457 0.204426 0.126 0.128 0.071 0.237
H -3.565252 3.115534 0.535633 -0.123 -0.156 0.022 0.226
H -0.971047 0.571811 4.279329 -0.226 -0.251 -0.390 0.222
H 0.104904 -0.967822 2.703861 -0.147 0.196 -0.071 0.224
H -0.305597 -0.657471 -1.089112 0.028 0.084 -0.208 0.275
H 1.259524 -2.422174 -1.669241 0.276 0.077 0.193 0.231
H 5.133365 -2.831320 2.973656 0.142 -0.169 -0.136 0.211
H 6.224468 -4.097388 2.369159 -0.133 0.264 0.058 0.211
H 6.459517 -2.412312 1.860529 -0.179 -0.091 0.016 0.198
H 6.216929 -3.780771 -0.557775 -0.093 -0.123 0.113 0.187
H 5.973661 -5.122614 0.575542 -0.077 0.082 -0.202 0.206
H 4.991563 -5.466945 -1.739722 -0.086 -0.033 0.063 0.224
H 3.838314 -5.686377 -0.418743 0.056 0.061 -0.018 0.208
H 2.714784 -4.334156 -2.076236 0.138 0.075 -0.022 0.228
H 4.133988 -3.314652 -2.302335 -0.186 -0.058 0.163 0.221
H 3.823992 -1.487706 2.496619 -0.158 0.120 -0.435 0.219
H 1.834945 -0.184465 1.980114 0.195 -0.096 -0.244 0.223
H -2.148006 0.717717 -0.566230 0.047 0.118 0.258 0.249
```
Positions in Å, forces in eV/Å.

Summary:
- E_tot: -1436.09075 hartree
- Orbital gap: 4.1 eV
- HOMO: -6.023 eV
- Relative energy (zero: lowest compared OMol25 entry of this formula, charge and spin): 129.1 kcal/mol
- Lowest unoccupied orbital energy: -0.0719 hartree



The following is a DFT calculation (ωB97M-V/def2-TZVPD) of CH6NPS in the gas phase in a non-equilibrium geometry.

Geometry as XYZ:
```
10
Properties=species:S:1:pos:R:3:forces:R:3:nbo_charge:R:1
C -1.497554 -0.382489 0.456262 1.523 -0.513 1.696 -0.737
S -0.570459 1.119586 0.797494 0.820 0.715 -0.801 -0.193
P 1.001757 1.251190 -0.875518 -2.590 1.665 1.086 0.717
N 1.582041 -0.283608 -0.852434 2.044 -2.345 2.463 -1.176
H -2.508478 -0.158019 0.333731 -1.678 0.267 -0.105 0.219
H -1.316507 -0.984563 1.387479 -0.520 0.153 -1.135 0.223
H -1.162675 -0.915287 -0.409674 0.338 -0.371 -0.463 0.199
H 1.625646 1.990812 0.183929 0.716 -0.550 -0.536 -0.037
H 0.883634 -0.970136 -1.089675 -0.170 0.010 -0.685 0.393
H 1.962596 -0.667485 0.068406 -0.483 0.969 -1.520 0.391
```
Positions in Å, forces in eV/Å.

Summary:
- E_tot: -835.97040 hartree
- Orbital gap: 9.1 eV
- HOMO: -8.277 eV
- Structure (SMILES): CSPN
- Relative energy (zero: lowest compared OMol25 entry of this formula, charge and spin): 20.0 kcal/mol
- Lowest unoccupied orbital energy: 0.0286 hartree



The following is a DFT calculation (ωB97M-V/def2-TZVPD) of a molecular structure, C35H52OOsP4 in a non-equilibrium geometry.

Geometry as XYZ:
```
93
Properties=species:S:1:pos:R:3:forces:R:3:lowdin_charge:R:1
Os 0.133445 -0.020435 -1.272280 1.485 -2.278 2.511 0.715
P 1.540962 0.969781 0.280229 1.290 0.689 0.870 0.697
P -1.078988 1.823271 -1.693490 -1.777 2.118 -0.697 0.640
P 1.951324 -0.498764 -2.564156 2.456 0.012 -0.948 0.701
H -1.922016 -1.490445 -0.142957 0.338 -0.096 0.089 0.044
C -0.938148 -1.815110 -0.503010 0.652 -0.376 0.936 -0.206
C 0.238037 -1.708893 0.305359 -1.564 -0.253 -0.531 -0.196
H 0.124761 -1.384195 1.343417 0.303 0.209 -0.467 0.024
C 0.790573 1.226706 1.935963 -0.376 -0.057 -0.188 -0.231
C 2.197558 2.643383 -0.099012 -0.068 -0.108 -0.040 -0.200
C 3.049248 0.046637 0.769815 -0.121 -0.079 -0.070 -0.211
C -2.808937 1.416264 -2.130390 -0.191 0.156 -0.070 -0.227
C -1.382784 3.078689 -0.400792 0.243 -0.118 0.218 -0.213
C -0.404439 2.769849 -3.106972 0.055 -0.105 -0.017 -0.203
C 2.823398 -1.995082 -1.953846 -0.204 0.014 0.287 -0.192
C 3.242265 0.798966 -2.737428 -0.116 -0.075 0.021 -0.212
C 1.736247 -0.938381 -4.321405 -0.892 0.070 -0.050 -0.202
H -0.975204 -2.662521 -1.194647 0.025 0.579 -0.138 0.084
H 1.063668 -2.399608 0.115193 -0.182 0.351 0.007 0.069
H 0.498777 0.278776 2.403553 0.238 0.261 -0.138 0.014
H -0.107178 1.850181 1.845827 0.296 -0.070 0.054 -0.006
H 1.509959 1.721046 2.603293 -0.067 -0.033 -0.332 0.090
H 1.387243 3.352804 -0.285685 0.263 -0.104 0.045 0.028
H 2.862593 2.642996 -0.967945 -0.162 -0.025 0.272 0.039
H 2.767955 2.989359 0.774026 -0.122 -0.087 -0.190 0.085
H 2.784453 -0.992718 0.982489 0.113 0.136 0.042 0.049
H 3.457152 0.488046 1.688451 -0.113 0.005 -0.235 0.083
H 3.827216 0.069797 0.001310 -0.165 0.020 0.221 0.043
H -2.860366 1.094941 -3.172468 0.054 0.326 0.302 0.016
H -3.450842 2.299597 -2.009736 0.158 -0.153 -0.106 0.083
H -3.205270 0.616724 -1.491081 0.161 0.149 -0.101 0.033
H -1.996309 3.887999 -0.822489 0.153 -0.266 -0.003 0.089
H -0.451491 3.510139 -0.025370 -0.296 -0.039 -0.017 0.033
H -1.931878 2.626044 0.434515 0.059 0.093 -0.164 0.026
H -1.151565 3.503131 -3.443231 0.194 -0.146 0.088 0.084
H -0.166648 2.085407 -3.932473 -0.074 0.239 0.124 0.046
H 0.512246 3.296770 -2.805355 -0.268 -0.131 -0.079 0.059
H 3.527619 -2.319624 -2.730668 -0.156 0.113 0.152 0.083
H 2.096125 -2.796933 -1.773024 0.235 0.089 -0.143 0.058
H 3.375273 -1.798949 -1.028678 -0.170 -0.082 -0.278 0.042
H 3.875462 0.544865 -3.598804 -0.125 0.018 0.252 0.083
H 3.871048 0.875328 -1.843519 -0.158 0.002 -0.314 0.043
H 2.766948 1.768161 -2.935766 0.143 -0.229 -0.030 0.049
H 2.682936 -1.341890 -4.699896 -0.141 0.189 0.159 0.085
H 1.466664 -0.038625 -4.886014 0.087 -0.164 -0.036 0.070
H 0.942595 -1.684353 -4.446034 0.533 0.230 -0.033 0.019
C -1.703796 -1.756487 -4.407363 0.515 0.544 1.491 -0.224
C -2.814349 -0.983337 -4.789978 -1.088 0.309 -1.239 0.054
C -3.459519 -1.277425 -5.992929 0.116 1.323 1.758 0.040
C -3.034918 -2.357083 -6.779079 -0.312 -0.247 -0.777 0.071
C -1.957032 -3.144812 -6.369570 1.479 -0.643 1.187 0.037
C -1.294097 -2.858311 -5.179150 -0.153 -1.025 -1.331 0.060
O -0.970423 -1.551410 -3.277026 -0.892 0.820 -1.069 -0.048
H -1.016850 -0.603145 -2.815122 -1.077 -1.585 -1.513 0.040
H -3.170958 -0.180025 -4.152024 0.041 -0.401 -0.385 0.092
H -4.298748 -0.654809 -6.308916 0.203 -0.279 0.073 0.149
H -3.557460 -2.588010 -7.710745 0.158 0.062 0.261 0.159
H -1.623669 -3.991925 -6.969670 -0.139 0.241 0.107 0.150
H -0.451302 -3.443135 -4.813446 -0.230 -0.032 -0.258 0.146
C -4.371013 3.682997 4.508561 0.076 -0.147 -0.111 -0.014
C -3.148328 3.874315 3.856448 0.114 -0.035 -0.043 -0.041
C -2.520572 2.806594 3.216907 -0.418 -0.227 0.207 -0.106
C -3.123394 1.528379 3.229645 0.757 1.009 -0.370 -0.389
C -4.352741 1.341593 3.882078 -0.175 -0.032 -0.142 -0.062
C -4.969649 2.419562 4.520742 0.190 -0.211 -0.126 -0.020
P -2.241079 0.129520 2.461703 -2.795 -1.159 2.433 1.206
C -1.599813 -0.825178 3.894279 0.569 0.098 -0.831 -0.340
C -1.084983 -2.126611 3.690118 0.391 -0.126 0.207 -0.120
C -0.435526 -2.797443 4.724886 -0.262 -0.045 -0.367 -0.032
C -0.274872 -2.183439 5.971054 -0.105 0.202 -0.035 -0.001
C -0.763607 -0.888477 6.174494 -0.284 0.230 -0.176 -0.016
C -1.419792 -0.208729 5.146451 0.254 0.188 0.187 -0.045
C -3.651008 -0.828147 1.794453 0.654 0.263 -0.138 -0.378
C -3.886169 -2.180362 2.098080 -0.047 -0.210 -0.382 -0.057
C -4.822793 -2.897120 1.355406 0.118 0.044 0.289 -0.024
C -5.549974 -2.273079 0.340370 0.091 0.050 -0.102 -0.019
C -5.377135 -0.907620 0.090694 0.093 0.268 0.102 -0.052
C -4.449459 -0.175512 0.826424 0.143 -0.266 -0.302 -0.113
H -4.862658 4.519073 5.005789 0.150 -0.208 -0.136 0.133
H -2.677894 4.857511 3.846961 -0.163 -0.241 0.041 0.125
H -1.562670 2.954326 2.716816 -0.249 0.082 0.204 0.075
H -4.820131 0.355177 3.888259 0.083 0.314 0.062 0.124
H -5.924315 2.259483 5.023455 0.294 0.084 -0.105 0.132
H -1.204201 -2.619134 2.724038 0.115 0.090 0.232 0.095
H -0.054852 -3.804740 4.556676 -0.131 0.243 0.086 0.127
H 0.225878 -2.708812 6.784294 -0.083 0.136 -0.242 0.136
H -0.634962 -0.392753 7.137138 -0.081 -0.205 -0.231 0.133
H -1.803590 0.799896 5.309319 0.169 -0.300 0.039 0.116
H -3.353084 -2.668264 2.911235 -0.150 0.093 -0.261 0.105
H -4.978203 -3.951511 1.574554 -0.080 0.232 -0.006 0.131
H -6.257596 -2.848683 -0.256134 0.137 0.147 0.197 0.130
H -5.957323 -0.412375 -0.687257 -0.006 -0.121 0.275 0.122
H -4.332060 0.899438 0.659062 -0.014 -0.320 0.008 0.108
```
Positions in Å, forces in eV/Å.

Summary:
- E_tot: -2894.64504 hartree
- 2S+1: 5
- Orbital gap (spin up / spin down): 5.7 / 4.1 eV
- HOMO (spin up / spin down): -18.285 / -18.154 eV
- Relative energy (zero: lowest compared OMol25 entry of this formula, charge and spin): 28.6 kcal/mol
- Lowest unoccupied orbital energy (spin up / spin down): -0.4631 / -0.5175 hartree
- Net charge: +4



> E_tot of number 3 (C35H52OOsP4)?

-2894.64504 hartree



> Among the records above, which one has the highest relative energy (zero: lowest compared OMol25 entry of this formula, charge and spin)?

C27H29N3O3



> Which of these has the highest relative energy (zero: lowest compared OMol25 entry of this formula, charge and spin)?

C27H29N3O3



> Number 3 is which compound?

C35H52OOsP4